17
Properties=species:S:1:pos:R:3:forces:R:3 method="wB97M-V/def2-TZVPD" max_force_ev_per_a=0.6 total_charge=0 e_lumo_ha=0.032 homo_lumo_gap_ev=10.46 relative_energy_ev=1.6873 smiles="COC(C)(C)C=O" multiplicity=1 energy_ha=-346.96343
C 2.08631 0.09855 -0.18325 0.21 0.00 -0.15
O 1.01804 0.07629 0.73742 -0.04 0.06 0.10
C -0.27924 -0.06244 0.17930 -0.21 0.04 -0.04
C -0.60240 0.93996 -0.92381 0.03 0.05 -0.07
C -1.26166 0.13041 1.33534 -0.06 -0.01 0.07
C -0.46046 -1.50745 -0.29132 -0.35 -0.12 -0.23
O -1.38338 -1.88336 -0.97330 0.54 0.16 0.29
H 1.97584 -0.65773 -0.97594 -0.01 0.09 0.12
H 2.99579 -0.12272 0.38049 -0.13 0.03 -0.08
H 2.20015 1.08222 -0.65768 -0.04 -0.14 0.06
H 0.19286 1.01241 -1.67067 -0.14 -0.07 0.06
H -0.75886 1.92789 -0.47885 0.07 -0.11 -0.13
H -1.51964 0.62739 -1.42955 0.10 0.06 0.07
H -1.29793 1.19164 1.59963 0.05 -0.18 0.06
H -2.26095 -0.19329 1.02842 0.14 0.07 0.07
H -0.94116 -0.44579 2.20786 -0.07 0.05 -0.10
H 0.29669 -2.21397 0.11592 -0.08 0.04 -0.08


17
Properties=species:S:1:pos:R:3:forces:R:3 method="wB97M-V/def2-TZVPD" max_force_ev_per_a=0.5 total_charge=0 e_lumo_ha=0.020 homo_lumo_gap_ev=8.30 relative_energy_ev=6.0387 multiplicity=1 energy_ha=-346.80351
C -1.41493 -1.56269 -0.93495 0.27 -0.42 0.07
C -0.61097 0.67652 0.75469 -0.12 0.04 0.05
C 0.38851 -0.46819 0.82735 0.03 0.07 0.12
O -0.18674 -1.72055 0.35636 -0.01 -0.06 -0.15
C 1.32232 0.27706 -0.13896 0.08 -0.01 -0.08
C 0.47715 1.54486 0.09528 0.18 -0.01 0.27
O 0.15238 2.21389 -1.09784 -0.21 0.18 -0.01
H -1.35151 0.35743 0.00428 0.06 0.20 0.16
H -2.02911 -2.39111 -0.54143 0.17 0.08 -0.02
H -0.81180 -2.00695 -1.74747 0.04 -0.01 0.17
H -1.08233 1.00673 1.68262 0.09 0.02 -0.12
H 0.82026 -0.66063 1.81635 -0.13 -0.05 -0.21
H 0.53958 -2.33658 0.17486 -0.33 0.06 -0.13
H 2.38757 0.31995 0.10852 -0.20 -0.05 -0.04
H 1.18182 -0.06648 -1.16764 -0.02 0.04 0.10
H 0.95070 2.23201 0.81029 -0.02 -0.07 -0.13
H -0.73291 2.58472 -1.00234 0.12 -0.02 -0.07